# 1
Below is a structure of composition C16H26Cl6N4O6, with properties calculated with ωB97M-V/def2-TZVPD.

Summary:
E_LUMO, Eh: 0.0072
Orbital gap, eV: 8.203

```
58
C16H26Cl6N4O6, DFT ωB97M-V/def2-TZVPD
C -2.19300 3.35216 -0.45299
C -1.85314 1.94418 -0.67403
N -1.51320 0.87337 -0.84486
H -3.26573 3.54522 -0.46188
H -1.70782 4.01198 -1.17227
H -1.91207 3.75180 0.52141
C -0.91387 2.29869 -3.15016
C -2.23712 1.81862 -3.50687
N -3.30402 1.45325 -3.82941
H -0.81718 3.32827 -3.49470
H -0.12829 1.66638 -3.56385
H -0.74217 2.29275 -2.07378
C 1.93969 -0.62408 -3.52567
C 0.71511 -0.05969 -4.12706
N -0.23588 0.38459 -4.62783
H 2.28907 -0.02996 -2.68124
H 2.62883 -0.47603 -4.35709
H 1.66417 -1.65623 -3.30928
C 1.73354 2.49200 1.42003
C 0.56318 2.91223 0.64075
N -0.41205 3.20314 -0.00043
H 2.64154 2.63553 0.83434
H 1.79815 1.43431 1.67541
H 1.77643 3.08455 2.33389
C 1.59707 -0.18061 3.29402
O 0.46573 -0.59897 2.61554
C -0.42972 0.20007 2.00834
O -0.25277 1.36078 1.67004
O -1.49144 -0.53027 1.68314
C -2.46224 0.06032 0.82329
H 2.23617 0.33063 2.57409
H 2.12293 -1.03443 3.72128
H 1.41652 0.44373 4.16906
H -3.15176 0.73296 1.33341
H -3.04130 -0.74129 0.36483
H -1.95485 0.70526 0.10585
C -0.41926 -2.95068 4.20633
O -1.09165 -3.01443 3.02217
C -0.42659 -3.06132 1.83742
O 0.79323 -3.20869 1.63739
O -1.33275 -2.99057 0.89596
C -0.91632 -3.06361 -0.49637
H -1.03319 -3.07628 5.09819
H -0.05116 -1.92844 4.29369
H 0.27408 -3.79165 4.21917
H -0.68109 -2.06207 -0.85646
H -1.80611 -3.32303 -1.07003
H -0.01452 -3.60601 -0.78037
C 2.42920 -2.05054 -0.69382
Cl 0.92109 -2.67857 -1.44578
Cl 3.30914 -1.07200 -2.00100
Cl 3.45801 -3.37268 -0.19212
H 2.19449 -1.32945 0.08916
C 0.49314 0.54494 -0.69010
Cl 0.70419 1.17823 -2.32499
Cl 2.02567 0.21926 0.10987
Cl -0.30818 -0.99202 -0.70259
H -0.08994 1.24437 -0.09101
```

Charges obtained by natural (NBO) population analysis, quoted in units of e: C -0.66; C 0.51; N -0.51; H 0.19; H 0.26; H 0.27; C -0.72; C 0.30; N -0.35; H 0.25; H 0.23; H 0.26; C -0.81; C 0.26; N -0.40; H 0.27; H 0.26; H 0.26; C -0.74; C 0.49; N -0.53; H 0.24; H 0.27; H 0.25; C -0.25; O -0.52; C 1.05; O -0.71; O -0.48; C -0.33; H 0.18; H 0.22; H 0.19; H 0.17; H 0.19; H 0.24; C -0.25; O -0.50; C 1.02; O -0.68; O -0.48; C -0.14; H 0.20; H 0.18; H 0.19; H 0.00; H 0.20; H 0.21; C -0.24; Cl 0.04; Cl 0.00; Cl 0.04; H 0.20; C -0.45; Cl 0.10; Cl 0.01; Cl 0.14; H 0.38

***

# 2
Below is the molecule C2H2N2O, with properties calculated with ωB97M-V/def2-TZVPD.

Summary:
E_LUMO (alpha / beta), Eh: -0.0469 / -0.0444
Orbital gap (alpha / beta), eV: 7.933 / 9.592

```
7
C2H2N2O, DFT ωB97M-V/def2-TZVPD
C 0.30189 -0.77728 2.23581
C 0.25882 -0.88159 0.85729
N 0.39146 -0.78125 3.38322
N -0.32648 0.98788 -1.16018
O -0.08053 0.27495 0.14742
H 0.48686 -1.80270 0.34715
H -0.53352 1.90972 -0.77598
```

Charges obtained by natural (NBO) population analysis, quoted in units of e: C 0.16; C 0.11; N -0.24; N -0.16; O -0.39; H 0.21; H 0.30

***

# 3
Below is a structure of composition C54H53N8O2SrTe, with properties calculated with ωB97M-V/def2-TZVPD.

Summary:
Total charge: +1
E_LUMO (alpha / beta), Eh: -0.1130 / -0.1130
Orbital gap (alpha / beta), eV: 2.959 / 2.958

```
119
C54H53N8O2SrTe, DFT ωB97M-V/def2-TZVPD
Sr -0.62557 -0.79460 -1.25588
C -3.09079 6.17124 -3.78954
C -2.75566 4.82918 -3.18040
C -3.79667 4.12055 -2.54183
C -3.53390 2.97942 -1.80647
C -4.78237 2.30125 -1.19921
O -5.78849 2.43859 -1.87074
C -4.86180 1.62758 0.11394
C -5.99242 0.80688 0.31388
C -6.04482 -0.01725 1.43101
C -5.05442 0.03929 2.40332
C -4.10599 1.07414 2.31078
C -3.99627 1.86930 1.19233
C -2.21079 2.38943 -1.86519
O -1.93604 1.11544 -1.47752
C -1.13636 3.13885 -2.52434
C -1.48789 4.33221 -3.19838
C 0.20105 2.62784 -2.74272
N 0.63547 1.32735 -2.53225
C 2.05989 0.89161 -2.57717
C 2.55905 0.68444 -1.18331
Te 4.66925 0.10476 -0.62885
C 4.88847 2.19791 -0.17665
C 5.12392 3.09377 -1.23400
C 5.15407 4.46719 -0.97562
C 4.94413 4.94923 0.33030
C 4.75530 4.04197 1.36509
C 4.72602 2.67876 1.12614
C 1.14749 3.58274 -3.25572
C 1.88869 3.23438 -4.39918
C 2.93645 4.01986 -4.81853
C 3.24451 5.19643 -4.12387
C 2.45120 5.58472 -2.99877
C 1.41316 4.80341 -2.59231
H -4.09612 6.47822 -3.52828
H -3.01355 6.15758 -4.86244
H -2.42314 6.94972 -3.46143
H -4.80646 4.47534 -2.58348
H -6.80203 0.75324 -0.41998
H -6.82683 -0.76703 1.48608
H -5.02864 -0.66821 3.23214
H -3.51488 1.33682 3.18154
H -3.16344 2.56630 1.10171
H -0.71492 4.76400 -3.81972
H 2.70699 1.62214 -3.08080
H 2.01280 -0.00318 -3.17541
H 1.85241 -0.01216 -0.90652
H 2.38024 1.54366 -0.55617
H 5.35716 2.65566 -2.20300
H 5.31425 5.17214 -1.79688
H 4.90301 5.99775 0.52154
H 4.65630 4.39883 2.37655
H 4.58576 1.95833 1.92261
H 1.60172 2.32668 -4.91488
H 3.51444 3.73280 -5.68028
H 4.04609 5.83758 -4.47105
H 2.74335 6.47572 -2.46953
H 0.73566 5.07593 -1.79550
N -3.41590 -1.27708 -1.32101
C -3.92748 -2.45775 -0.78201
C -5.31396 -2.61016 -0.82056
C -6.02252 -3.56958 -0.09352
C -5.31881 -4.53938 0.57430
C -3.85024 -4.56358 0.50793
C -2.96188 -5.60058 0.92084
C -1.57551 -5.41574 1.09766
C -1.01892 -4.14189 0.61455
N -1.79736 -3.16447 0.07482
C -3.15466 -3.35648 -0.02779
H -3.57195 -1.10895 -2.31873
H -3.42328 -0.35053 -0.82939
H -5.84103 -1.86257 -1.40495
H -7.11706 -3.52235 -0.08959
H -5.80137 -5.31465 1.16764
H -3.53598 -6.51529 1.04660
H -1.02455 -6.18973 1.67522
H 0.05343 -3.83101 1.05491
H 2.61398 -1.82056 -0.63562
N 6.13444 -7.45342 4.82373
C 5.46887 -6.88887 4.05950
C 4.67368 -6.27475 3.05059
C 3.93135 -5.10698 3.31154
C 3.18159 -4.54525 2.28162
C 3.12490 -5.19098 1.01561
C 3.87567 -6.36318 0.77111
C 4.66315 -6.88712 1.80109
N 2.30492 -4.57270 0.07375
C 2.14735 -5.04247 -1.27944
C 1.74019 -3.98557 -2.03700
N 1.71999 -2.81294 -1.18033
C 1.77503 -3.29534 0.07625
H 3.97473 -4.69390 4.31014
H 2.53431 -3.67495 2.44083
H 3.87088 -6.86391 -0.21431
H 5.24298 -7.78660 1.63916
H 2.36924 -6.08130 -1.52345
H 1.74109 -3.85258 -3.11245
H 1.85362 -2.70427 0.98678
C -0.81781 -0.67114 3.89611
C -0.79584 -1.01408 2.38385
N 0.10422 -0.12813 1.60658
C 1.49265 -0.13862 2.14216
C 1.46487 0.03638 3.68048
N 0.10228 0.47930 4.11463
C -0.29049 1.65350 3.28825
C -0.45925 1.24734 1.80989
H -0.48546 -1.52892 4.52115
H -1.84881 -0.37418 4.21111
H -1.80461 -0.93234 1.95921
H -0.51897 -2.08825 2.23400
H 2.08628 0.66583 1.70041
H 1.97614 -1.06085 1.92842
H 2.19591 0.80692 3.97018
H 1.76458 -0.87486 4.23809
H 0.11549 0.74294 5.11030
H 0.48871 2.44195 3.39082
H -1.20731 2.10700 3.69211
H 0.02598 1.97356 1.12852
H -1.52960 1.21039 1.55250
```

These are the Löwdin partial charges, in e, on atoms 1 to 99: Sr 1.43; C -0.04; C -0.24; C 0.03; C -0.06; C -0.29; O 0.09; C -0.15; C 0.00; C -0.07; C -0.06; C -0.11; C -0.03; C -0.23; O -0.39; C -0.08; C 0.01; C -0.17; N 0.01; C -0.32; C -0.51; Te 1.14; C -0.58; C -0.14; C -0.08; C -0.08; C -0.11; C -0.17; C -0.22; C -0.04; C -0.07; C -0.06; C -0.07; C -0.04; H 0.07; H 0.08; H 0.07; H 0.12; H 0.13; H 0.11; H 0.11; H 0.09; H 0.12; H 0.13; H 0.09; H 0.11; H -0.09; H 0.04; H 0.09; H 0.10; H 0.09; H 0.09; H 0.07; H 0.13; H 0.11; H 0.10; H 0.10; H 0.12; N 0.01; C -0.28; C -0.03; C -0.08; C -0.02; C -0.11; C -0.02; C -0.02; C -0.12; N 0.03; C -0.17; H 0.11; H 0.07; H 0.12; H 0.12; H 0.11; H 0.11; H 0.11; H 0.10; H 0.07; N 0.15; C -0.20; C -0.26; C -0.02; C -0.01; C -0.19; C 0.00; C -0.02; N -0.03; C -0.02; C -0.09; N -0.09; C -0.40; H 0.11; H 0.09; H 0.11; H 0.12; H 0.11; H 0.10; H 0.06; C -0.06